C7H9N | ωB97M-V with the def2-TZVPD basis set

Last columns: bonded neighbours and bond lengths (Å).
Atoms and positions in Å:
1 C -0.702 -0.657 -0.284  C2 1.432, C3 1.295, C4 1.512
2 C 0.279 0.376 -0.428  C1 1.432, C4 1.765, C5 1.428
3 C -1.015 -1.913 -0.316  C1 1.295, N8 1.218
4 C -1.465 0.622 -0.548  C1 1.512, C2 1.765, C6 1.500, H9 0.993
5 C 1.690 0.554 -0.295  C2 1.428, C7 1.547, H10 1.144
6 C -2.253 1.467 0.409  C4 1.500, H11 1.035, H12 1.173, H13 1.149
7 C 2.549 -0.635 0.195  C5 1.547, H14 1.033, H15 1.010, H16 1.087
8 N -1.252 -3.077 -0.046  C3 1.218, H17 1.008
9 H -1.600 0.658 -1.531  C4 0.993
10 H 2.315 1.492 -0.489  C5 1.144
11 H -2.385 0.998 1.322  C6 1.035
12 H -3.288 1.724 -0.081  C6 1.173
13 H -1.801 2.462 0.765  C6 1.149
14 H 3.379 -0.268 0.689  C7 1.033
15 H 2.913 -1.064 -0.643  C7 1.010
16 H 2.143 -1.426 0.821  C7 1.087
17 H -1.474 -3.767 -0.746  N8 1.008

E_HOMO	-7.809	eV
Kohn-Sham gap	8.61	eV
ΔE to the lowest compared entry with this formula, charge and spin	552.38	kJ/mol
energy	-8889.43140	eV
structure (SMILES)	C/C=C1\C(=C=N)[C@H]1C